Record 1
Formula: C29H45BrN5O7
Source: the OMol25 dataset
Level of theory: ωB97M-V/def2-TZVPD

Each line ends with the Löwdin charge.
Cartesian coordinates (Å):
1 C -2.53633 -2.13122 -1.59950  -0.085
2 C -2.35066 -2.64297 -0.06743  -0.261
3 N -0.93665 -3.00344 0.27112  -0.026
4 C -0.40331 -2.23651 1.38783  -0.166
5 C 0.51760 -0.97071 1.23676  0.031
6 C 0.95958 -0.42988 -0.21798  -0.121
7 C 1.80176 -1.52124 -1.06547  -0.213
8 C 3.25843 -1.01868 -1.51890  -0.088
9 C 4.30536 -1.56823 -0.41763  -0.356
10 O 4.98644 -0.70762 0.18704  0.054
11 O 4.41995 -2.97620 -0.10715  0.025
12 C 0.95552 -0.24299 2.56187  0.075
13 C 1.85826 1.09178 2.54884  -0.303
14 O 1.58281 2.04573 1.76768  0.102
15 O 2.96029 1.29757 3.42723  -0.020
16 C 4.13961 0.57200 2.99933  -0.141
17 O 3.97354 -0.86436 2.96821  -0.034
18 C 3.98513 -1.43774 4.26700  -0.391
19 C 4.08671 -3.05586 4.31967  0.022
20 O 3.89791 -0.81888 5.34992  0.061
21 C 0.49714 -0.78242 3.94173  -0.035
22 C 0.85356 -0.16615 5.37364  -0.154
23 O -0.38941 0.17359 6.06362  -0.211
24 C -1.12511 1.18010 5.32330  -0.108
25 C -0.37996 -2.07204 3.94037  -0.014
26 N -0.78287 -2.71419 2.72023  -0.407
27 Br -1.84932 -4.26649 2.91728  0.877
28 H -1.72027 -1.36720 -1.83585  0.058
29 H -2.44047 -3.00771 -2.34678  0.091
30 H -3.60343 -1.71491 -1.73888  0.092
31 H -2.95500 -3.63034 -0.01466  0.106
32 H -2.85562 -1.94452 0.69188  0.112
33 H -0.31246 -3.00565 -0.54573  0.104
34 H 0.00022 -0.09589 -0.77193  0.121
35 H 1.61565 0.50717 -0.15965  0.107
36 H 1.79969 -2.55040 -0.54210  0.110
37 H 1.19871 -1.68671 -2.03769  0.081
38 H 3.53185 -1.45942 -2.54598  0.133
39 H 3.22415 0.12022 -1.56943  0.108
40 H 3.97282 -3.09395 0.76615  0.103
41 H 4.96508 0.82776 3.76701  0.171
42 H 4.51381 0.98734 1.99930  0.157
43 H 3.03780 -3.51457 4.38112  0.088
44 H 4.72429 -3.32428 5.22424  0.102
45 H 4.56676 -3.40331 3.32891  0.087
46 H 1.47380 0.78926 5.34518  0.139
47 H 1.36245 -1.00857 5.97632  0.146
48 H -0.53086 1.67477 4.47882  0.098
49 H -1.53539 2.02851 5.98901  0.110
50 H -2.06151 0.65205 4.89376  0.061
51 H -0.72872 -2.50091 4.94286  0.143
52 C -6.28957 1.61022 2.15555  -0.108
53 C -5.21404 2.56327 2.66653  -0.264
54 C -3.80308 2.15579 2.23456  -0.170
55 C -3.47600 0.79364 2.77606  -0.186
56 N -3.21930 -0.27760 3.20435  0.148
57 H -6.15886 0.60200 2.55730  0.070
58 H -7.27939 1.95544 2.46261  0.078
59 H -6.27373 1.55057 1.06302  0.079
60 H -5.26903 2.60720 3.75894  0.115
61 H -5.42414 3.56961 2.29344  0.113
62 H -3.07135 2.87469 2.61273  0.117
63 H -3.72564 2.13524 1.14405  0.120
64 C 2.98537 3.33298 -3.27424  -0.105
65 C 3.19492 2.77696 -4.67903  -0.260
66 C 1.93748 2.11914 -5.25310  -0.171
67 C 1.52025 0.96839 -4.38315  -0.164
68 N 1.19961 0.05570 -3.68374  0.176
69 H 2.73748 2.54267 -2.56042  0.054
70 H 3.89745 3.81702 -2.91771  0.079
71 H 2.17995 4.07349 -3.26163  0.081
72 H 4.01447 2.05162 -4.65479  0.114
73 H 3.50520 3.59041 -5.34074  0.114
74 H 2.13372 1.74952 -6.26291  0.121
75 H 1.11761 2.84063 -5.30961  0.121
76 C -1.35937 -0.10035 -5.99493  -0.119
77 C -2.26284 0.77212 -6.85976  -0.266
78 C -3.37400 1.45331 -6.05751  -0.185
79 C -4.24789 0.41592 -5.41185  -0.209
80 N -4.93303 -0.40107 -4.90350  0.127
81 H -1.91489 -0.92268 -5.53656  0.071
82 H -0.56510 -0.54415 -6.60040  0.078
83 H -0.88945 0.48243 -5.19861  0.037
84 H -2.70065 0.15477 -7.65051  0.115
85 H -1.65533 1.53860 -7.35016  0.107
86 H -3.98558 2.07584 -6.71547  0.116
87 H -2.94916 2.09592 -5.28143  0.114

Atomic forces in eV per Å
0.09 -0.37 0.47
-2.19 -1.25 -1.24
0.71 2.15 1.98
1.19 1.41 0.37
-0.57 -0.31 3.00
-0.06 -0.30 0.37
-1.39 -0.47 -1.18
-0.29 -1.80 0.66
1.51 3.23 1.31
-2.16 -3.46 -1.79
-1.24 2.39 -0.20
-1.32 -2.54 0.73
-0.51 3.33 -2.63
0.59 -4.24 3.07
-1.38 -2.06 -1.56
1.96 1.02 0.66
0.02 0.32 2.06
-0.42 -0.38 2.85
0.11 1.10 -1.44
0.38 -1.37 -4.25
-0.87 -2.20 -3.05
-0.81 -0.32 0.25
1.05 0.35 -1.22
-1.78 0.34 -0.31
1.53 2.64 -1.56
1.88 2.58 0.15
0.54 0.85 -0.27
-1.33 -0.81 0.16
-0.01 1.34 1.33
1.86 -0.45 0.25
0.85 1.60 0.07
1.21 -0.80 -1.08
-0.38 0.28 0.60
1.54 -0.72 0.83
-1.15 -1.32 0.49
0.41 1.65 -0.65
1.03 0.24 1.56
-0.52 0.67 1.59
0.60 -1.69 0.21
0.71 0.17 -0.76
-1.65 -0.37 -1.04
-0.95 -1.24 1.12
1.51 0.79 0.08
-1.00 0.37 -1.32
-0.64 0.36 1.72
-0.42 -1.62 -0.38
-0.72 1.61 -0.85
-0.64 -0.78 1.13
1.03 -1.44 -0.63
1.75 1.03 0.52
0.41 0.59 -1.88
-0.06 -0.01 -0.02
-0.42 -0.04 0.07
-0.02 -0.64 0.52
0.77 -2.48 0.69
-0.86 3.29 -1.56
0.04 0.06 -0.05
0.09 -0.03 -0.07
-0.03 -0.01 0.09
0.12 0.06 -0.11
0.18 -0.06 0.04
0.07 -0.20 -0.02
0.05 -0.14 0.10
0.05 0.08 0.02
0.24 0.15 0.30
0.03 -0.64 0.49
-1.14 -3.01 2.17
1.38 3.93 -2.91
-0.05 0.03 -0.06
-0.11 -0.01 -0.03
0.07 -0.06 0.04
-0.11 0.04 -0.13
-0.09 -0.15 -0.06
-0.15 -0.11 0.12
-0.02 -0.15 0.07
0.03 0.01 -0.06
0.26 -0.25 -0.06
-0.41 -0.74 0.11
-1.74 -1.66 1.30
2.28 2.58 -1.60
0.01 0.09 0.01
-0.03 0.04 0.07
-0.12 -0.10 -0.06
-0.04 0.17 0.05
-0.16 0.03 0.02
-0.07 -0.09 0.17
-0.12 -0.11 0.02

HOMO level   -0.447 Ha
Orbital gap   7.81 eV
Energy above the lowest of the compared OMol25 structures with the same formula, charge and spin   647.24 kJ/mol
Energy   -4505.97431 a.u.
Net charge   +1

***

Record 2
Formula: C29H45CeN4O3S3Sb
Source: the OMol25 dataset
Level of theory: ωB97M-V/def2-TZVPD

Each line ends with the Löwdin charge.
Cartesian coordinates (Å):
1 Ce -6.46769 -16.71904 0.75851  0.857
2 O -8.29147 -16.63215 -0.67945  -0.174
3 C -7.64710 -17.28993 -1.61171  -0.647
4 O -6.53800 -16.87554 -2.00180  -0.008
5 C -8.17578 -18.62994 -1.96290  -0.164
6 C -8.70154 -18.92866 -3.20797  -0.025
7 C -9.09376 -20.20699 -3.46731  -0.079
8 C -8.84653 -21.22952 -2.53561  -0.074
9 C -8.24509 -20.95700 -1.33530  -0.119
10 C -7.95438 -19.63146 -0.99318  -0.564
11 S -7.34971 -19.31093 0.61491  0.653
12 H -8.81899 -18.19197 -3.97464  0.120
13 H -9.61401 -20.45175 -4.36403  0.098
14 H -9.10222 -22.28673 -2.77805  0.121
15 H -8.01034 -21.72730 -0.63310  0.094
16 C -3.60482 -13.95323 -0.49691  -0.068
17 C -4.81887 -13.40215 0.24351  -0.584
18 N -5.81872 -14.08160 0.71299  0.018
19 C -6.68069 -13.24853 1.42847  -0.307
20 C -6.27910 -11.94280 1.46814  -0.346
21 S -4.84934 -11.71638 0.61890  1.133
22 C -7.86696 -13.82629 2.06921  -0.299
23 C -8.83622 -13.14416 2.75048  -0.309
24 S -10.00899 -14.26648 3.30884  1.118
25 C -9.17138 -15.56762 2.54268  -0.590
26 N -8.08217 -15.20207 1.95480  -0.032
27 C -9.65881 -16.98718 2.57304  -0.038
28 H -3.87800 -14.74481 -1.22279  0.070
29 H -2.84255 -14.36468 0.18462  0.089
30 H -3.13417 -13.17347 -1.09669  0.081
31 H -6.76632 -11.15222 1.98120  0.076
32 H -8.87847 -12.06304 3.01422  0.105
33 H -10.60735 -17.07481 3.10407  0.087
34 H -8.92701 -17.62867 3.07548  0.054
35 H -9.87691 -17.39930 1.58424  0.096
36 C -0.46066 -17.33378 -0.60846  -0.159
37 C -1.76239 -17.69115 -1.27757  -0.521
38 C -2.14589 -16.63950 -2.32574  -0.141
39 Sb -3.37534 -18.05039 0.19959  1.517
40 C -3.98566 -19.94139 -0.81679  -0.532
41 C -2.93022 -21.03159 -0.81534  -0.138
42 C -4.43792 -19.59143 -2.23889  -0.136
43 C -2.20776 -18.81832 1.84632  -0.583
44 C -3.04574 -19.65999 2.79682  -0.141
45 C -1.59221 -17.65956 2.60892  -0.164
46 H 0.35697 -17.34155 -1.34861  0.091
47 H -0.17438 -18.04103 0.18040  0.059
48 H -0.42710 -16.34949 -0.10508  0.077
49 H -1.66796 -18.67318 -1.65894  0.046
50 H -2.03544 -15.63229 -1.93222  0.046
51 H -3.17654 -16.69143 -2.64209  0.055
52 H -1.50469 -16.68251 -3.23118  0.097
53 H -4.81812 -20.26669 -0.21460  0.027
54 H -1.98793 -20.76219 -1.29376  0.067
55 H -3.27324 -21.88318 -1.41366  0.085
56 H -2.62717 -21.37913 0.17277  0.063
57 H -3.62052 -19.17383 -2.87466  0.079
58 H -5.24676 -18.86579 -2.35145  0.045
59 H -4.86338 -20.52123 -2.72662  0.104
60 H -1.39706 -19.44355 1.43477  0.093
61 H -3.97982 -19.16494 3.04631  0.035
62 H -2.44408 -19.81096 3.73521  0.098
63 H -3.35708 -20.64731 2.44736  0.075
64 H -2.31446 -17.06875 3.16217  0.061
65 H -1.05342 -16.99337 1.99997  0.025
66 H -0.87244 -18.04581 3.37010  0.100
67 C -4.68722 -14.59552 4.55069  -0.011
68 N -5.11061 -15.88904 5.07013  -0.119
69 C -4.55548 -16.24680 6.35635  -0.052
70 C -5.82518 -16.75503 4.28238  -0.444
71 O -5.83559 -16.66285 3.02886  -0.171
72 N -6.43975 -17.79739 4.87618  -0.115
73 C -6.72885 -19.00746 4.09659  -0.034
74 C -7.30538 -17.63352 6.06064  -0.023
75 H -4.78996 -13.85501 5.32316  0.093
76 H -5.23624 -14.28997 3.66659  0.076
77 H -3.62854 -14.67162 4.26574  0.102
78 H -3.53696 -15.85859 6.42294  0.092
79 H -4.46967 -17.36804 6.45816  0.119
80 H -5.10643 -15.83970 7.23312  0.099
81 H -6.08025 -19.06624 3.24117  0.040
82 H -7.81335 -19.09170 3.85935  0.090
83 H -6.48345 -19.84578 4.74343  0.104
84 H -7.13077 -16.66685 6.54424  0.087
85 H -7.21177 -18.44579 6.81096  0.104
86 H -8.35326 -17.78745 5.74752  0.092

Atomic forces in eV per Å
0.03 0.08 -1.09
0.51 -0.33 -0.58
-0.65 0.97 0.92
0.12 -0.21 0.44
0.68 -0.27 0.36
0.07 0.16 0.34
-0.15 -1.46 0.60
-0.34 -0.82 -0.96
-0.05 0.77 0.07
-0.42 0.11 -0.84
0.52 -0.06 0.74
-0.04 0.54 -0.13
-0.11 -0.10 -0.65
0.13 1.01 0.14
0.01 -0.40 0.32
-0.55 -0.35 -0.32
1.51 0.13 -0.55
-0.41 0.26 0.41
0.37 0.06 -0.13
-0.64 -0.86 0.27
0.40 -0.42 -0.36
-0.22 0.03 -0.17
0.34 0.23 0.32
0.01 -0.13 -0.22
-0.87 -0.26 0.37
0.32 1.35 -0.02
-0.45 -0.01 0.24
-0.13 0.34 0.58
-0.40 0.16 -0.07
-0.01 0.10 0.17
-0.30 0.53 0.22
0.00 -1.18 -0.38
0.11 0.16 0.23
-0.12 0.13 -0.20
0.45 0.25 -0.12
1.05 0.14 0.52
-0.61 1.51 0.98
0.39 -0.15 -0.32
0.29 -0.83 -0.99
0.33 0.81 0.01
0.56 -0.13 -0.22
-0.27 -0.63 -0.97
0.09 -0.30 -0.17
0.37 -0.40 0.79
0.32 -0.92 1.37
-0.19 0.07 0.18
-0.04 -0.05 -0.30
-0.29 -0.21 -0.44
0.02 -0.92 -0.80
0.26 0.05 0.22
-0.40 -0.31 -0.27
-0.28 -0.16 0.48
-0.46 -0.10 0.06
0.03 0.38 -0.17
-0.18 -0.04 0.26
-0.35 -0.05 0.12
-0.34 -0.62 0.44
0.02 0.08 0.58
0.72 0.82 0.35
-0.31 0.24 -0.01
-0.05 0.33 0.30
-0.69 0.05 -0.65
0.30 0.06 -0.29
-0.45 0.04 0.06
0.73 0.87 -0.88
-0.42 0.19 -0.43
0.70 -0.58 -0.47
-1.11 -0.21 -0.87
0.14 -1.21 0.89
0.78 0.14 0.62
0.34 0.37 0.18
-0.67 -0.46 0.61
-0.57 0.14 0.89
-0.09 -0.65 0.16
-0.08 0.37 0.32
-0.26 -0.15 0.02
-0.11 0.21 0.06
-0.04 0.05 -0.12
-0.29 1.22 -0.12
0.14 -0.24 -0.62
-0.14 0.02 -0.45
0.80 0.09 -0.19
-0.03 -0.22 0.04
-0.28 -0.29 -0.23
0.69 0.42 -0.40
0.23 0.67 -0.09

HOMO level (spin up / spin down)   -0.352 / -0.352 Ha
Orbital gap (spin up / spin down)   7.08 / 7.08 eV
Energy   -3486.66219 a.u.
Net charge   +1
Multiplicity   2

***

- Which value of energy does entry 1 give?
  -4505.97431 a.u.

***

- Among the records above, which one has the highest energy?
  C29H45CeN4O3S3Sb